Arrangement i

14
Properties=species:S:1:pos:R:3 method="wB97M-V/def2-TZVPD" homo_ev=-8.84 lumo_ev=0.5 multiplicity=1
C 1.681 0.815 -1.405
C 1.085 0.320 -0.476
C 0.717 -0.390 0.720
C -0.269 -1.242 0.962
O -1.264 -1.797 0.246
C -1.865 -1.129 -0.819
Br -1.871 -1.964 -2.533
N -2.286 0.082 -0.810
O -3.020 0.532 -1.669
O -1.978 0.825 0.304
H 2.289 1.379 -2.105
H 1.380 -0.089 1.492
H -0.355 -1.495 2.041
H -2.302 1.617 -0.017

Arrangement ii

14
Properties=species:S:1:pos:R:3 method="wB97M-V/def2-TZVPD" homo_ev=-9.08 lumo_ev=-0.6 multiplicity=1 smiles="O=[N+]([O-])[C@@]1(Br)C=CC=CO1"
O 3.615 1.463 1.370
N 2.433 1.748 1.322
O 1.804 2.381 2.141
C 1.662 1.209 0.134
Br 2.941 1.719 -1.404
C 1.471 -0.231 0.271
C 0.274 -0.784 0.082
C -0.874 0.129 -0.147
C -0.665 1.479 -0.247
O 0.491 2.060 -0.068
H 2.239 -0.854 0.458
H 0.262 -1.849 0.241
H -1.764 -0.360 -0.267
H -1.361 2.349 -0.378

Which is most stable, and by how much? arrangement ii, by 0.0941 hartree.